(1)
{
  "formula": "C36H39AsCdF6IN4P2S2",
  "method": "ωB97M-V/def2-TZVPD",
  "species": ["C", "S", "H", "H", "F", "H", "H", "H", "Cd", "H", "P", "C", "H", "H", "N", "C", "H", "C", "H", "C", "C", "H", "C", "C", "N", "H", "H", "H", "H", "H", "C", "H", "F", "As", "H", "H", "H", "C", "N", "F", "C", "C", "H", "H", "H", "F", "C", "C", "H", "C", "C", "H", "C", "H", "H", "H", "C", "C", "H", "C", "H", "H", "F", "N", "C", "H", "C", "C", "C", "C", "H", "H", "C", "C", "H", "C", "P", "C", "H", "C", "S", "C", "C", "C", "F", "H", "I", "H", "C", "C", "C", "H"],
  "xyz": [[-0.742, 2.229, -3.868], [-0.751, -2.209, 1.325], [-6.012, -1.709, 2.072], [-2.760, 2.378, -1.767], [2.649, -2.135, 0.278], [1.645, 1.530, 5.331], [-0.442, 0.215, 4.400], [0.479, 4.230, -6.305], [0.912, -0.378, 0.614], [-0.873, 2.179, -6.000], [-0.539, 2.154, -1.119], [0.823, 3.880, 0.549], [-2.010, 2.038, 3.447], [-6.629, 0.447, 3.113], [0.176, -1.930, -1.149], [2.480, 0.601, -1.170], [1.455, -2.348, -5.539], [-0.121, 5.699, 1.797], [0.570, -4.650, -5.600], [-3.674, -0.079, -2.461], [-3.222, -1.032, -3.368], [-5.195, 1.386, -2.048], [0.276, 3.857, -5.312], [0.978, 4.933, 1.436], [2.355, 0.469, 2.203], [-3.825, 2.455, 0.589], [-4.301, -1.788, 0.315], [2.189, 1.639, -1.132], [-2.227, 6.005, 1.540], [0.888, 4.594, -2.071], [-0.434, -2.709, -0.284], [-5.531, -0.626, -5.802], [4.272, -3.885, 2.858], [3.456, -3.061, 1.583], [-0.492, -5.635, -3.607], [2.641, 1.415, 1.964], [1.777, -0.633, 3.881], [-4.813, 0.665, -2.763], [-0.949, 0.971, 1.966], [2.435, -4.411, 1.244], [2.179, 0.360, 3.670], [-3.973, 0.336, 0.304], [-2.343, -1.616, -3.136], [-6.357, 1.054, -4.194], [-0.584, 1.747, 5.208], [4.622, -3.585, 0.416], [-1.367, 5.413, 1.259], [-4.586, -0.836, 0.744], [1.684, 3.272, 0.294], [1.005, -2.771, -4.652], [-0.974, 1.858, 3.130], [1.361, 5.424, -4.329], [1.322, 1.454, 4.291], [-5.523, 2.528, 2.372], [2.021, -0.026, -1.914], [-2.493, 4.149, -0.050], [0.500, -4.073, -4.690], [0.772, 4.526, -4.202], [1.952, 5.148, 1.854], [-1.514, 4.369, 0.360], [3.176, 0.406, 4.121], [1.301, -0.999, -3.492], [4.431, -1.603, 1.889], [-2.190, 1.798, -1.155], [-3.887, -1.230, -4.570], [-1.424, 0.097, 2.192], [-5.543, -0.794, 1.741], [-5.009, -0.473, -4.867], [-5.474, 0.474, -3.963], [0.934, -2.014, -3.501], [1.578, 2.420, 3.838], [-1.328, 1.322, -3.754], [-5.266, 1.583, 1.913], [-0.420, 3.592, -0.006], [3.149, -0.128, 1.960], [-0.199, 1.276, 4.301], [-2.677, 0.156, -0.960], [0.357, -2.570, -2.359], [-0.008, 6.515, 2.497], [-0.094, -4.632, -3.575], [-0.872, -4.280, -0.881], [-0.166, -3.874, -2.414], [-0.255, 2.903, -2.749], [-0.483, 2.708, -5.141], [2.263, -2.405, 2.692], [-0.555, 2.823, 2.839], [4.447, 0.288, -0.849], [-3.527, -1.974, -5.266], [0.507, 4.053, -2.927], [-5.887, 0.418, 2.328], [-4.314, 1.543, 0.905], [-1.536, 1.379, 1.245]],
  "atomic_forces_ev_per_a": [[0.0, -0.1, 0.0], [0.1, -0.2, -0.1], [0.0, -0.1, 0.0], [-0.1, 0.0, 0.2], [0.0, -0.1, 0.3], [0.0, 0.0, 0.0], [0.0, -0.1, 0.0], [0.0, 0.0, -0.1], [-0.6, 0.0, 0.4], [0.0, 0.0, 0.0], [0.2, -0.3, 0.3], [0.1, 0.0, 0.1], [0.1, 0.0, 0.0], [0.0, 0.0, 0.0], [0.1, -0.2, 0.2], [0.3, 0.4, -0.2], [0.0, 0.0, -0.1], [0.0, 0.0, 0.0], [0.0, 0.0, 0.0], [0.0, -0.1, -0.1], [-0.1, 0.1, -0.1], [0.0, 0.0, 0.0], [0.0, 0.0, 0.0], [0.0, 0.1, 0.0], [0.2, -0.1, -0.3], [0.0, 0.0, 0.0], [0.0, -0.1, 0.0], [0.0, 0.0, 0.0], [0.0, 0.0, 0.0], [0.0, 0.0, 0.0], [-0.1, 0.3, 0.2], [0.0, 0.0, 0.0], [-0.2, 0.2, -0.2], [0.2, -0.2, 0.0], [0.0, -0.1, 0.0], [0.0, 0.0, 0.1], [0.0, 0.2, 0.0], [0.0, 0.0, 0.1], [0.0, -0.1, -0.2], [0.2, 0.3, 0.1], [0.0, -0.1, 0.0], [-0.1, 0.0, 0.0], [0.2, -0.1, 0.1], [0.0, 0.0, 0.0], [0.0, 0.0, 0.0], [-0.2, 0.2, 0.2], [0.0, 0.0, 0.0], [0.0, 0.0, 0.0], [0.0, 0.0, 0.0], [0.0, -0.1, 0.0], [-0.1, 0.0, 0.1], [0.0, 0.0, 0.0], [0.1, 0.1, 0.0], [0.0, 0.0, 0.0], [-0.1, -0.1, 0.0], [0.0, 0.0, 0.0], [0.1, 0.1, -0.1], [0.0, 0.0, -0.1], [0.0, 0.0, 0.0], [-0.1, 0.0, 0.0], [-0.1, -0.1, 0.0], [0.0, 0.1, 0.0], [-0.3, -0.3, -0.1], [0.0, 0.1, -0.5], [0.0, 0.0, 0.0], [0.1, 0.0, 0.0], [0.0, 0.0, 0.1], [0.0, 0.0, 0.0], [0.0, 0.0, -0.1], [-0.1, -0.1, 0.0], [0.0, 0.0, 0.0], [0.0, 0.0, 0.0], [0.0, 0.1, 0.0], [0.0, 0.0, 0.0], [0.1, 0.0, 0.1], [0.0, 0.0, 0.1], [0.2, -0.1, 0.2], [-0.2, 0.0, -0.2], [0.0, 0.0, 0.0], [0.0, 0.0, 0.0], [0.0, 0.1, 0.0], [0.1, 0.1, -0.1], [0.0, 0.0, 0.0], [0.0, 0.0, -0.1], [0.4, -0.2, -0.3], [0.0, 0.0, 0.0], [0.2, 0.0, 0.0], [0.0, 0.0, 0.0], [0.0, 0.0, 0.0], [0.0, -0.1, 0.0], [0.0, -0.1, -0.1], [0.0, 0.1, 0.0]],
  "mulliken_spin": [0.006, -0.004, 0.000, 0.000, -0.008, 0.000, 0.000, 0.000, -0.005, 0.000, 0.003, 0.001, 0.000, 0.000, 0.041, 0.752, 0.000, 0.000, 0.000, -0.001, 0.000, 0.000, 0.003, 0.001, 0.034, 0.001, 0.000, -0.029, 0.000, -0.002, 0.006, 0.000, 0.000, 0.000, 0.000, -0.005, 0.001, 0.001, 0.004, 0.000, -0.001, 0.000, 0.000, 0.000, 0.000, 0.000, 0.000, 0.000, 0.001, 0.002, 0.000, 0.000, -0.001, 0.000, -0.031, 0.000, 0.001, -0.001, 0.000, 0.001, 0.003, 0.002, 0.003, 0.003, 0.000, 0.000, 0.000, 0.000, 0.000, 0.003, 0.000, 0.001, 0.000, -0.012, 0.003, 0.001, 0.000, 0.007, 0.000, -0.001, 0.002, 0.002, 0.013, -0.004, 0.000, 0.000, 0.204, 0.000, 0.000, 0.000, -0.001, 0.001],
  "multiplicity": 2,
  "total_energy_ha": -6393.9165,
  "e_lumo_ev": [0.1829, -2.0449],
  "e_above_lowest_kj_mol": 110.08
}

(2)
{
  "formula": "C36H39BF32IO9",
  "method": "ωB97M-V/def2-TZVPD",
  "species": ["O", "F", "F", "H", "F", "H", "F", "F", "C", "H", "C", "C", "H", "C", "F", "F", "F", "C", "C", "H", "F", "H", "H", "C", "F", "C", "O", "H", "F", "H", "F", "C", "H", "F", "F", "H", "C", "C", "C", "F", "H", "F", "H", "H", "C", "H", "F", "C", "H", "C", "H", "H", "H", "H", "O", "C", "C", "H", "H", "H", "F", "F", "F", "C", "C", "F", "H", "C", "C", "O", "C", "F", "H", "H", "C", "F", "C", "F", "C", "H", "O", "F", "H", "F", "C", "F", "H", "C", "H", "O", "O", "F", "H", "H", "F", "C", "F", "H", "O", "C", "C", "H", "H", "H", "C", "C", "O", "C", "B", "H", "C", "H", "F", "I", "H", "F", "C", "C"],
  "xyz": [[-3.545, 1.121, -0.341], [1.885, -9.696, -3.503], [3.335, -6.532, -0.497], [2.305, -1.238, 1.380], [3.750, -0.520, 3.925], [1.142, -3.681, 1.323], [-4.737, 1.982, 0.937], [-2.990, 6.987, -1.049], [-1.392, -4.008, -1.177], [2.769, -3.361, 0.830], [3.579, -7.642, 0.221], [1.493, 5.284, -0.191], [-1.086, -0.436, 0.790], [0.173, 8.512, -1.892], [-0.332, -8.328, -2.840], [3.534, 4.843, -1.255], [1.109, 8.848, 0.256], [-5.079, 3.240, 0.549], [-2.802, -4.311, -0.749], [-1.166, -3.141, -3.434], [8.638, 2.951, 1.894], [-5.754, -2.876, 0.115], [-0.906, 6.363, -0.503], [-5.055, -3.673, -0.076], [6.233, -1.689, 4.071], [-3.802, 3.859, -0.039], [-3.551, 5.252, 0.144], [-0.864, 7.109, 1.060], [1.361, -8.209, 0.875], [-0.877, 1.094, -2.302], [-6.706, 4.220, -0.903], [-4.867, 1.098, -0.365], [1.532, -3.472, -0.414], [3.166, 6.913, -0.647], [5.626, 2.898, 3.685], [-3.512, -2.296, -0.571], [-5.421, -5.004, 0.086], [6.071, -0.413, 3.657], [7.482, 2.339, 2.289], [-5.441, 3.916, 1.664], [-0.768, 8.264, -2.390], [-1.040, 9.101, -0.031], [4.625, -1.189, 2.256], [-1.114, 1.354, -0.575], [1.839, -9.021, -2.315], [-4.720, -7.031, -0.022], [-6.019, 6.512, 0.645], [2.982, 5.623, -0.302], [-4.772, 0.589, 1.692], [1.730, -3.136, 0.594], [3.679, -7.854, -2.460], [0.601, -1.428, 1.326], [-0.742, -3.866, -0.319], [-6.419, -5.237, 0.419], [-1.493, -1.046, 0.166], [6.774, 3.369, 3.170], [-1.076, -0.715, -1.170], [-3.010, 1.970, -2.148], [3.475, 5.434, 0.652], [7.432, 3.696, 3.980], [-4.589, 5.729, -1.797], [6.120, 0.359, 4.761], [4.777, -7.465, 0.827], [7.922, 1.009, 2.925], [-4.475, -5.988, -0.159], [6.471, 4.451, 2.409], [8.820, 0.740, 2.372], [-2.891, 1.017, -1.637], [-3.764, -3.339, -0.480], [3.697, -8.752, -0.581], [2.557, -7.823, 1.350], [1.400, 4.054, 0.356], [0.617, -0.413, -2.375], [3.849, -9.583, -2.370], [-4.057, 6.232, -0.670], [4.474, 0.786, 2.325], [0.899, -7.836, -2.568], [0.802, -7.033, -1.497], [-0.266, 6.925, 0.168], [2.472, -1.161, -1.055], [7.107, -0.140, 2.795], [6.755, 2.105, 1.178], [-4.476, 7.757, 0.806], [-5.551, 8.032, -0.858], [1.547, -0.884, -0.566], [0.462, 9.814, -2.142], [2.904, -8.571, 2.067], [0.034, 8.329, -0.379], [-3.384, 0.262, -2.232], [0.785, 6.106, 0.653], [0.363, -2.376, -2.078], [-7.304, 2.532, 0.346], [-6.378, 1.095, 1.093], [-6.038, 2.358, -1.184], [2.407, -6.632, 1.967], [-5.480, 0.535, 0.874], [0.898, 5.208, -1.399], [-2.462, -6.411, -0.783], [-1.800, -1.490, -2.028], [1.499, -1.627, 0.762], [-5.019, 7.183, 0.052], [1.240, -7.252, -3.428], [8.237, 1.156, 3.959], [-3.657, 3.560, -1.077], [-1.430, 0.764, -1.429], [0.392, -1.108, -1.542], [-5.540, 1.485, -1.300], [-6.283, 3.052, -0.376], [-1.123, -2.793, -2.259], [-2.995, 3.389, 0.521], [-3.195, -5.647, -0.579], [-1.036, -4.916, -1.664], [1.161, 7.765, -2.414], [1.720, 1.222, -0.121], [-5.765, -0.490, 0.670], [1.300, -9.864, -1.406], [3.305, -8.740, -1.948], [4.700, -0.368, 2.974]],
  "atomic_forces_ev_per_a": [[2.7, -1.5, -2.8], [0.1, 0.1, -0.2], [-0.1, -0.1, 0.1], [0.1, 0.1, 0.2], [0.1, 0.0, 0.0], [-0.3, -0.3, -0.1], [4.0, 16.0, 6.1], [0.0, 0.3, -0.1], [-0.5, 0.2, -0.7], [0.2, -0.1, -0.1], [0.2, 0.0, -0.6], [-1.3, -0.2, 0.1], [0.0, 0.1, -0.1], [-0.2, 0.2, -0.2], [0.0, 0.0, 0.0], [0.0, 0.0, 0.0], [0.1, 0.0, -0.1], [-1.1, 3.8, -0.4], [-0.1, -0.4, 0.2], [-0.6, -0.1, 0.0], [0.1, 0.1, 0.1], [-0.2, 0.1, 0.1], [0.1, 0.1, -0.2], [0.5, -0.3, -0.1], [0.0, -0.1, 0.0], [0.8, -0.1, -0.3], [-0.7, 0.3, 0.4], [0.0, 0.1, 0.0], [0.0, 0.0, -0.1], [0.0, 0.2, -0.2], [-0.4, 2.1, 0.6], [-0.1, -6.7, -1.7], [-0.3, -0.1, -0.1], [-0.1, 0.1, -0.1], [0.0, -0.2, 0.0], [0.2, 0.1, -0.1], [0.1, 0.4, 0.0], [0.5, 0.1, 0.1], [-0.4, -0.4, -0.4], [0.2, 0.0, 0.4], [0.0, 0.0, 0.0], [-0.1, 0.0, -0.1], [0.0, 0.0, 0.1], [0.2, 0.3, 0.0], [0.0, -0.2, 0.5], [-0.1, -0.2, 0.0], [0.0, -0.1, -0.1], [0.2, 0.0, 0.1], [-0.5, -2.4, 0.5], [0.4, 0.2, 0.4], [-0.2, 0.1, 0.1], [-0.4, 0.0, -0.1], [-0.1, 0.2, 0.4], [-0.2, -0.2, 0.0], [0.2, -0.2, 0.1], [0.0, 0.4, 0.1], [-0.3, 0.0, -0.1], [-0.1, 0.2, -0.1], [0.0, 0.0, 0.1], [0.0, -0.1, 0.0], [-0.1, 0.1, 0.2], [-0.1, 0.1, -0.1], [0.1, 0.0, 0.1], [0.6, -0.3, 0.3], [0.2, 0.0, -0.1], [0.0, 0.0, 0.0], [0.0, 0.0, -0.1], [-0.2, 0.2, 0.0], [-0.3, 0.1, 0.1], [-0.7, 0.0, 0.2], [-0.1, 0.0, 0.1], [0.3, 0.1, 0.1], [0.0, 0.2, 0.0], [0.0, -0.1, 0.0], [0.3, -1.0, -0.3], [0.3, 0.1, 0.2], [-0.2, 0.1, -0.2], [0.1, -0.1, 0.1], [-0.6, -0.4, 0.3], [0.2, 0.2, -0.3], [-0.6, 0.4, -0.2], [0.0, 0.0, 0.1], [0.0, 0.0, 0.0], [0.0, 0.0, 0.0], [-0.6, -0.5, 0.8], [0.0, 0.0, 0.0], [0.1, 0.0, 0.0], [0.5, -0.2, 0.4], [0.0, -0.3, -0.1], [0.8, 0.8, -0.3], [-0.2, -0.5, 0.7], [-1.0, 0.3, 0.7], [-0.2, -1.0, 0.2], [-3.4, 5.6, 0.1], [0.0, 0.0, 0.1], [-3.8, -9.5, -1.1], [0.3, 0.1, -0.1], [0.1, -0.3, 0.0], [-0.5, -0.1, 0.0], [0.5, -0.2, 0.0], [-0.1, 0.2, 0.1], [0.0, 0.0, 0.0], [-0.2, 0.2, 0.0], [-0.3, 0.2, 0.0], [0.2, -0.5, 0.3], [0.1, 1.2, -1.0], [6.2, -11.4, -4.6], [-2.3, 5.9, 1.8], [1.4, -0.1, 0.0], [0.1, 0.1, 0.0], [-0.2, 0.4, 0.0], [0.3, -0.2, 0.0], [0.1, -0.1, 0.1], [0.3, -0.3, -0.1], [-0.4, -1.0, 0.3], [0.0, 0.1, 0.0], [0.6, 0.0, -0.3], [-0.5, -0.2, -0.3]],
  "lowdin_charge": [0.030, 0.093, 0.155, 0.050, 0.100, 0.073, -0.002, 0.112, -0.064, 0.061, -0.541, -0.540, 0.077, -0.303, 0.097, 0.099, 0.131, -0.326, -0.207, 0.099, 0.096, 0.076, 0.121, -0.093, 0.143, 0.006, 0.052, 0.151, 0.106, 0.121, 0.090, -0.561, 0.064, 0.100, 0.104, 0.091, -0.126, -0.534, -0.444, 0.150, 0.170, 0.096, 0.171, 0.057, -0.438, 0.086, 0.111, -0.282, 0.140, -0.082, 0.147, 0.086, 0.088, 0.083, 0.031, -0.308, -0.506, 0.115, 0.175, 0.171, 0.166, 0.146, 0.135, -0.047, -0.114, 0.090, 0.148, -0.107, -0.022, 0.045, -0.291, -0.007, 0.127, 0.145, -0.528, 0.074, -0.307, 0.104, -0.049, 0.087, 0.052, 0.142, 0.174, 0.097, -0.595, 0.090, 0.172, -0.434, 0.139, 0.054, -0.051, 0.097, 0.110, -0.112, 0.102, -0.019, 0.145, 0.095, 0.023, -0.312, -0.287, 0.176, 0.145, 0.139, -0.109, -0.378, 0.213, -0.326, -0.579, 0.159, -0.051, 0.077, 0.103, 1.056, 0.086, 0.130, -0.042, -0.296],
  "charge": -1,
  "total_energy_ha": -5590.3462,
  "e_lumo_ev": 1.8155
}